Below is C62H146N8O14 as an isolated structure at a distorted geometry, with properties calculated with ωB97M-V with the def2-TZVPD basis set.

ORCA input file:
```
! RIJCOSX wB97M-V def2-TZVPD def2/J DEFGRID3
* xyz 6 1
C -22.21422 -23.55130 0.08740
O -22.76629 -23.82759 1.32954
C -22.01095 -24.65951 2.11872
C -22.95556 -24.97757 3.31024
N -23.46481 -23.64137 3.90117
H -24.06024 -23.74870 4.73811
H -22.65493 -23.04091 4.08144
C -24.40028 -22.88922 3.02093
C -25.66678 -22.54175 3.83272
O -25.21410 -22.04265 5.07624
C -26.29915 -21.55076 5.84471
H -22.39440 -24.27778 -0.67817
H -21.09444 -23.44644 0.18683
H -22.62532 -22.58535 -0.27181
H -21.11211 -24.15862 2.43802
H -21.70928 -25.58834 1.59194
H -22.51671 -25.49938 4.13390
H -23.83538 -25.61481 3.03426
H -24.79669 -23.49498 2.21095
H -23.91727 -22.00772 2.66830
H -26.12392 -23.53096 3.97867
H -26.44331 -21.91762 3.28749
H -27.11589 -22.29175 5.74014
H -26.53541 -20.50280 5.55009
H -25.98276 -21.51134 6.88799
C -18.76441 -19.40500 -27.04890
O -20.19777 -18.98649 -26.99997
C -20.63766 -17.83555 -27.65910
C -22.11350 -17.73684 -27.61415
N -22.49736 -17.87956 -26.13740
H -23.52349 -18.07017 -26.11727
H -22.07487 -18.79289 -25.79894
C -22.11496 -16.78308 -25.11739
C -23.11579 -15.74353 -24.69222
O -23.76409 -16.11370 -23.55041
C -24.57070 -15.10112 -22.89256
H -18.63934 -20.53316 -27.29186
H -18.36441 -19.30288 -26.02079
H -18.26059 -18.67660 -27.70204
H -20.32780 -17.82709 -28.70225
H -20.20481 -16.90825 -27.27855
H -22.50208 -18.52615 -28.24165
H -22.36484 -16.75076 -27.99791
H -21.25142 -16.30350 -25.53336
H -21.90876 -17.33776 -24.21712
H -23.83843 -15.49212 -25.54035
H -22.56349 -14.79711 -24.52324
H -24.63156 -14.13147 -23.43887
H -24.19415 -14.93485 -21.82155
H -25.64295 -15.48263 -22.77614
C -22.16370 -10.86307 -12.29095
O -21.75389 -12.22548 -12.34799
C -22.11983 -12.94750 -13.49814
C -21.22707 -14.15660 -13.52416
N -19.78644 -13.54766 -13.74265
H -19.91456 -12.69128 -13.22859
H -18.99426 -14.04089 -13.18650
C -19.38139 -13.33103 -15.15034
C -18.84121 -12.00895 -15.46156
O -19.88615 -11.02400 -15.18090
C -19.66636 -9.78471 -15.81453
H -22.05855 -10.50015 -11.25866
H -23.25314 -10.77782 -12.46884
H -21.52265 -10.28292 -12.92476
H -22.03497 -12.41174 -14.40558
H -23.20780 -13.11998 -13.47834
H -21.19189 -14.81395 -14.31551
H -21.18843 -14.59324 -12.51352
H -20.36027 -13.34070 -15.70974
H -18.77740 -14.14698 -15.58164
H -18.51096 -12.20510 -16.50337
H -17.95444 -11.85750 -14.85788
H -18.51860 -9.49785 -15.77458
H -20.21248 -9.00414 -15.32934
H -19.94820 -9.86704 -16.85343
C -26.93720 -21.76644 -1.37703
O -26.24991 -20.45667 -0.75893
C -26.25525 -19.51955 -1.56653
C -24.20063 -20.26126 -6.26024
N -25.07841 -19.32867 -6.72284
H -24.83719 -18.85588 -7.59246
H -20.96384 -10.92017 -5.09911
C -26.50313 -19.38655 -6.46988
C -26.96034 -18.23386 -5.60609
O -28.36276 -18.18787 -5.34051
C -28.94960 -16.95887 -5.77948
H -27.12866 -22.35205 -0.43015
H -26.08329 -22.19354 -1.99087
H -27.82734 -21.35743 -1.87191
H -25.83243 -18.58336 -1.18967
H -26.74294 -19.47513 -2.58000
H -24.41792 -20.73600 -5.32263
H -23.18484 -20.08409 -6.63399
H -26.75736 -20.25900 -5.88421
H -27.19860 -19.29330 -7.31790
H -26.58269 -17.24517 -5.94057
H -26.63207 -18.41019 -4.55765
H -29.05064 -16.99188 -6.90934
H -28.51440 -15.97701 -5.62559
H -29.94245 -16.94201 -5.37245
C -16.15021 -11.78899 -8.03113
C -16.27835 -12.05213 -6.48623
C -15.04351 -12.68744 -5.83032
C -15.27138 -12.68840 -4.30437
N -14.52652 -13.44917 -3.28852
C -15.25590 -13.22874 -1.98720
C -14.25615 -13.47732 -0.79968
C -12.85828 -13.44423 -1.51739
C -13.14251 -12.86605 -2.95370
C -14.48319 -14.94660 -3.55459
H -15.90832 -12.70406 -8.55199
H -15.49249 -11.01130 -8.32035
H -17.11292 -11.49113 -8.40562
H -17.13411 -12.68720 -6.41240
H -16.36962 -11.08839 -5.99156
H -14.17104 -12.03751 -5.97167
H -14.78069 -13.71044 -6.20359
H -16.32506 -12.95801 -4.05144
H -15.18395 -11.68134 -3.91460
H -16.12337 -13.89236 -2.00627
H -15.56956 -12.13416 -1.92326
H -14.41235 -14.55551 -0.53741
H -14.31846 -12.68622 -0.07465
H -12.48850 -14.44449 -1.80918
H -12.13260 -12.67810 -1.01697
H -12.55253 -13.25147 -3.77033
H -13.26511 -11.83167 -3.00844
H -13.92470 -15.36453 -2.71240
H -13.95374 -15.09510 -4.52041
H -15.53126 -15.27945 -3.65371
C -22.61463 -7.24879 0.81352
C -23.28984 -5.99976 0.80386
C -22.51374 -4.85662 0.21289
C -23.03139 -3.47345 -0.10904
N -23.05885 -2.59560 1.12362
C -23.87191 -3.33654 2.16081
C -25.23033 -3.47133 1.52090
C -25.51062 -2.15071 0.82581
C -24.14049 -1.49117 0.69978
C -21.73368 -2.10188 1.52450
H -23.23139 -8.14345 0.52162
H -22.14100 -7.36923 1.83436
H -21.61609 -7.53287 0.26195
H -23.91896 -6.02115 1.70907
H -24.49982 -6.17575 0.14982
H -22.07170 -5.22796 -0.76455
H -21.59919 -4.71967 0.80660
H -24.01298 -3.49666 -0.59699
H -22.41333 -2.99138 -0.84158
H -24.06725 -2.74840 3.08215
H -23.40708 -4.24642 2.48119
H -26.02073 -3.63155 2.30986
H -25.36560 -4.34149 0.88273
H -26.07342 -1.47776 1.46849
H -26.00428 -2.22139 -0.12900
H -23.88795 -0.68028 1.33789
H -23.94106 -1.09026 -0.32508
H -21.96968 -1.24102 2.15445
H -21.09929 -1.85238 0.64870
H -21.26737 -2.87765 2.13934
C -31.14944 -13.68181 -11.34475
C -30.90633 -14.78418 -10.28259
C -32.09121 -14.89853 -9.33429
C -32.10176 -13.91145 -8.12191
N -33.42524 -13.33570 -7.86160
C -33.67771 -12.24871 -8.82134
C -33.09853 -10.95606 -8.20875
C -32.68760 -11.32482 -6.80438
C -33.42747 -12.62732 -6.54523
C -34.49898 -14.36244 -7.70926
H -32.19951 -13.70040 -11.61261
H -30.65311 -13.96271 -12.23660
H -30.86505 -12.70635 -11.03669
H -29.94986 -14.58460 -9.68313
H -30.74503 -15.78061 -10.75874
H -32.01495 -15.86791 -8.93707
H -33.03880 -14.69032 -9.83809
H -31.50892 -13.06110 -8.19719
H -31.70976 -14.42573 -7.24172
H -34.79704 -12.22061 -8.91324
H -33.31319 -12.48129 -9.80734
H -33.89163 -10.22539 -8.14316
H -32.22759 -10.64539 -8.81058
H -32.86390 -10.46871 -6.11582
H -31.60104 -11.54342 -6.78975
H -34.49938 -12.38461 -6.28997
H -33.07939 -13.26385 -5.68935
H -34.16518 -15.20895 -7.07625
H -34.76275 -14.71925 -8.67813
H -35.39281 -13.95972 -7.28625
C -23.76134 -29.27956 -12.79945
C -23.31372 -30.72953 -12.91140
C -22.57943 -30.94344 -14.19086
C -22.31589 -32.38212 -14.43023
N -21.19245 -32.66173 -15.34542
C -20.95767 -34.19272 -15.45825
C -19.46964 -34.35488 -15.76280
C -18.88503 -32.98624 -15.73948
C -19.78868 -32.15203 -14.92386
C -21.44281 -32.13839 -16.67352
H -24.16585 -29.13155 -11.80691
H -24.46852 -29.03242 -13.60533
H -22.95664 -28.58321 -12.95592
H -24.21495 -31.33880 -12.82413
H -22.76560 -31.00026 -12.04543
H -21.65202 -30.38645 -14.23063
H -23.09863 -30.51715 -15.13130
H -23.13137 -32.93270 -14.85776
H -22.08883 -32.80212 -13.46188
H -21.65985 -34.67628 -16.18854
H -21.16456 -34.56745 -14.48885
H -19.36162 -34.86631 -16.69423
H -19.03824 -34.96118 -14.99247
H -18.79335 -32.61566 -16.78012
H -17.91020 -32.99717 -15.33781
H -19.75365 -31.09942 -15.09472
H -19.70830 -32.30212 -13.84325
H -21.47845 -31.05994 -16.78595
H -22.38068 -32.43580 -17.04141
H -20.74084 -32.63558 -17.38777
O -18.15575 -13.75267 -11.17050
C -22.41162 -22.08501 -10.29132
O -22.52449 -20.91931 -10.50698
O -22.39101 -23.18846 -9.84843
H -17.48022 -14.41503 -11.02363
O -24.07442 -13.57311 -5.81341
C -23.31933 -12.76920 -5.49131
O -21.93758 -10.92917 -4.64505
O -22.71368 -12.02544 -4.93555
H -17.67915 -12.86172 -11.33510
*
```

Calculated values
LUMO level: -0.2534 Eh
Gap between HOMO and LUMO: 1.84 eV
Largest force on an atom: 11.4 eV Å⁻¹
Calculated total energy: -107169.006 eV
HOMO energy: -8.7 eV